[1]
C12H23MgNO6S | ωB97M-V/def2-TZVPD

Output
Frontier orbital gap   3.2 eV
Net charge   +2
LUMO energy   -12.08 eV

Last column: natural (NBO) charge in e.
Element x y z (Å)
1 C -2.21879 -2.84896 -1.50024  -0.620
2 C -1.17154 -3.38246 -0.50918  -0.529
3 C -0.06809 -2.45022 -0.15581  0.850
4 O 0.50140 -2.42500 0.90066  -0.658
5 O 0.23694 -1.54892 -1.09767  -0.554
6 C 1.60793 -1.41062 -1.52871  -0.071
7 C 2.00951 0.03680 -1.34124  -0.443
8 C 1.24774 1.02242 -2.19862  0.083
9 O 0.83463 0.54705 -3.47248  -0.686
10 S -0.59604 1.13864 -3.88091  2.550
11 O -1.55437 0.09526 -3.75783  -0.894
12 O -0.46771 1.94805 -5.02925  -0.847
13 O -0.73148 2.11394 -2.60305  -0.690
14 C 0.02404 1.60870 -1.51515  0.077
15 C 0.37220 2.68731 -0.49067  -0.425
16 C -0.42248 2.50192 0.81615  -0.398
17 C 0.21901 1.39738 1.66161  -0.414
18 C -0.44933 1.11108 2.99500  -0.460
19 C -0.09351 -0.16357 3.84093  -0.279
20 N 1.08592 -0.86610 3.58271  -0.729
21 H -1.91982 -1.89698 -1.93079  0.239
22 H -3.17779 -2.70719 -1.00881  0.210
23 H -2.35743 -3.53346 -2.33005  0.239
24 H -1.64333 -3.63477 0.44005  0.227
25 H -0.71681 -4.30361 -0.87523  0.268
26 H 2.29664 -2.03840 -0.96679  0.209
27 H 1.66658 -1.71078 -2.57298  0.224
28 H 1.84890 0.28454 -0.29385  0.196
29 H 3.07998 0.12871 -1.52478  0.247
30 H 1.92196 1.85963 -2.40966  0.200
31 H -0.53312 0.80102 -1.02610  0.180
32 H 1.42756 2.57385 -0.24078  0.215
33 H 0.22985 3.67463 -0.91899  0.270
34 H -1.44454 2.20416 0.56455  0.210
35 H -0.47973 3.43491 1.37989  0.220
36 H 1.25817 1.65043 1.87453  0.248
37 H 0.19703 0.46232 1.09903  0.250
38 H -1.56633 1.06562 2.77843  0.092
39 H -0.26652 1.99663 3.64143  0.208
40 H -0.91391 -0.89000 3.73057  0.218
41 H -0.03764 0.18166 4.90777  0.181
42 H 1.94330 -0.33170 3.58701  0.400
43 H 1.06308 -1.55070 2.82484  0.450
44 Mg -2.24205 1.16678 4.55445  1.738

Atoms 1-3, force components in eV/Å:
0.2 0.1 -0.1
-0.8 0.0 0.3
-0.1 0.4 -0.5

[2]
C29H58BrN12O24 | ωB97M-V/def2-TZVPD

Output
Frontier orbital gap   6.7 eV
Net charge   +1
LUMO energy   -4.29 eV

Last column: Löwdin charge in e.
Element x y z (Å)
1 C -3.62931 -2.24315 -2.38986  -0.112
2 O -3.66606 -2.22797 -3.86595  -0.255
3 C -3.48725 -0.86176 -4.39884  -0.189
4 C -1.85616 -0.55655 -4.45290  -0.169
5 C -1.38749 0.31576 -3.10719  -0.194
6 C 0.24453 0.04512 -2.88092  -0.163
7 C 1.06430 1.39741 -2.42238  -0.156
8 N 1.17781 1.59215 -0.92629  -0.036
9 C 1.49990 0.44368 0.05285  0.076
10 C 1.67470 0.63034 1.67616  -0.017
11 C 2.06073 -0.55119 2.75236  -0.193
12 C 1.78869 -2.07934 2.22431  -0.269
13 C 3.06733 -2.54026 1.30413  -0.575
14 Br 2.42655 -3.80706 -0.13332  0.525
15 C 1.44461 2.15464 2.32488  -0.039
16 C 1.53595 2.49509 3.92712  -0.003
17 C 1.31717 4.04158 4.50505  0.016
18 C 0.97108 5.25277 3.42099  -0.005
19 C 0.87953 4.88152 1.82654  0.016
20 C 1.10885 3.35922 1.26283  -0.012
21 C 1.00713 3.01907 -0.36347  -0.021
22 O 0.73684 4.20514 -1.23353  -0.029
23 H -4.14300 -1.25662 -1.96184  0.078
24 H -4.18940 -3.19043 -1.96112  0.119
25 H -2.52155 -2.28793 -1.98896  0.095
26 H -3.89729 -0.73982 -5.50511  0.135
27 H -4.01262 -0.02225 -3.76027  0.121
28 H -1.23497 -1.54353 -4.54915  0.104
29 H -1.57320 0.10700 -5.40354  0.117
30 H -1.61563 1.44919 -3.39545  0.118
31 H -2.02798 0.04520 -2.15890  0.089
32 H 0.65251 -0.22509 -3.96977  0.131
33 H 0.45976 -0.89348 -2.21530  0.104
34 H 0.58840 2.29522 -3.00606  0.134
35 H 2.18096 1.30237 -2.83319  0.154
36 H 1.66893 -0.66098 -0.36598  0.109
37 H 3.22534 -0.49219 3.00803  0.122
38 H 1.51320 -0.31521 3.78483  0.095
39 H 0.76142 -2.12944 1.66561  0.107
40 H 1.70807 -2.82667 3.15024  0.119
41 H 3.45518 -1.58309 0.75020  0.065
42 H 3.91271 -3.11338 1.88796  0.078
43 H 1.75030 1.66346 4.72489  0.095
44 H 1.40435 4.31746 5.65440  0.111
45 H 0.78315 6.35483 3.79529  0.073
46 H 0.63044 5.72021 1.04941  0.086
47 H -0.25574 4.22004 -1.39324  0.137
48 C 3.75918 8.77689 3.57393  0.042
49 N 2.67208 8.86910 4.58560  -0.409
50 O 2.07149 7.82571 4.86776  0.015
51 O 2.45230 9.98630 5.06780  0.071
52 H 3.84152 7.74127 3.23723  0.094
53 H 3.49211 9.43263 2.74265  0.100
54 H 4.68462 9.10098 4.05428  0.103
55 C -2.50980 1.32418 3.76814  0.028
56 N -1.63568 0.49753 4.64356  -0.391
57 O -2.10122 0.13855 5.73139  0.078
58 O -0.50689 0.23248 4.21400  0.001
59 H -3.46751 1.47857 4.26976  0.105
60 H -2.00323 2.27720 3.60230  0.101
61 H -2.64817 0.77949 2.83198  0.067
62 C 5.47875 -1.06279 5.95369  0.050
63 N 4.81926 -1.75337 4.81265  -0.407
64 O 5.55208 -2.21109 3.92809  0.063
65 O 3.58460 -1.81634 4.83715  0.027
66 H 6.55997 -1.08217 5.80118  0.101
67 H 5.11050 -0.03501 5.97409  0.103
68 H 5.20810 -1.60006 6.86490  0.107
69 C -1.45414 8.68229 0.27071  0.013
70 N -0.40280 8.46030 1.29988  -0.401
71 O -0.61810 7.58865 2.15008  0.025
72 O 0.60882 9.16742 1.22523  0.056
73 H -2.28205 7.99501 0.45749  0.108
74 H -1.78635 9.71886 0.35736  0.081
75 H -1.00534 8.48910 -0.70574  0.102
76 C -1.04304 -4.65476 -3.85668  0.043
77 N -0.28244 -4.94577 -5.10190  -0.419
78 O 0.86569 -4.49380 -5.18253  0.036
79 O -0.85950 -5.61958 -5.96326  0.055
80 H -0.41638 -4.05681 -3.19152  0.091
81 H -1.94101 -4.10217 -4.14066  0.087
82 H -1.29470 -5.61087 -3.39328  0.068
83 C -1.07661 -2.45284 -8.10388  0.046
84 N -2.06044 -1.43530 -8.56266  -0.415
85 O -2.29415 -0.49003 -7.80055  0.024
86 O -2.57037 -1.61432 -9.67482  0.068
87 H -0.71087 -2.16972 -7.11456  0.081
88 H -1.59187 -3.41474 -8.06386  0.104
89 H -0.25874 -2.46990 -8.82708  0.108
90 C -2.64763 11.49333 -2.81146  0.055
91 N -2.82799 10.72519 -1.55003  -0.395
92 O -2.70869 9.49609 -1.61382  0.002
93 O -3.08435 11.37776 -0.53151  0.074
94 H -2.42812 10.79507 -3.62197  0.099
95 H -3.57837 12.03009 -3.00628  0.108
96 H -1.81496 12.18340 -2.66080  0.108
97 C -0.41293 -8.93179 -1.62445  0.046
98 N -1.39676 -7.91425 -2.08324  -0.420
99 O -1.63047 -6.96898 -1.32112  0.044
100 O -1.90669 -8.09327 -3.19539  0.052
101 H -0.04719 -8.64867 -0.63513  0.065
102 H -0.92819 -9.89369 -1.58444  0.106
103 H 0.40494 -8.94885 -2.34765  0.105
104 C 1.18885 -6.44456 3.12155  0.038
105 N 0.52937 -7.13514 1.98052  -0.405
106 O 1.26218 -7.59286 1.09595  0.019
107 O -0.70529 -7.19811 2.00502  0.061
108 H 2.27007 -6.46394 2.96904  0.097
109 H 0.82060 -5.41678 3.14196  0.088
110 H 0.91821 -6.98184 4.03276  0.106
111 C 2.82129 -11.60011 1.45135  0.040
112 N 1.95400 -10.79705 2.35506  -0.422
113 O 2.46912 -9.82248 2.91526  0.038
114 O 0.78066 -11.16780 2.47662  0.054
115 H 3.82152 -11.16182 1.44016  0.097
116 H 2.85103 -12.61901 1.84288  0.103
117 H 2.37593 -11.57013 0.45487  0.100
118 C -4.52661 1.47722 -0.32072  0.054
119 N -3.81064 1.57608 0.97981  -0.390
120 O -2.76201 2.23102 1.00027  0.045
121 O -4.32147 0.99333 1.94335  0.038
122 H -3.96697 2.03407 -1.07531  0.094
123 H -4.58397 0.41946 -0.58565  0.081
124 H -5.52091 1.90688 -0.18292  0.111

Atoms 1-3, force components in eV/Å:
0.0 0.1 0.7
-0.5 1.9 1.3
1.5 0.6 -0.9